Entry from OMol25: a structure of composition CH2F2O3S2 (the ωB97M-V functional and the def2-TZVPD basis).

Element x y z (Å)
C: -1.34284 0.01638 -1.15136
O: 1.13545 0.12799 -1.98194
O: 0.69158 0.51139 0.43313
O: 0.00921 -1.65253 1.39482
F: -2.03579 -1.11932 -1.38926
F: -1.86628 0.58726 -0.04979
S: 0.27323 -0.30335 1.83948
S: 0.47954 -0.50365 -0.87469
H: -1.42768 0.69820 -2.00821
H: 1.66461 -0.36701 2.29272

Cartesian forces (eV/Å) of the 6 atoms listed first:
0.034 -0.283 0.175
0.782 0.732 -0.990
-0.094 0.030 0.400
-0.704 -1.083 0.473
0.086 0.030 -0.121
-0.035 0.072 0.061

Calculated total energy, eV: -34314.3098
Relative energy (zero: lowest compared OMol25 entry of this formula, charge and spin), eV: 0.000
HOMO energy, eV: -9.823
Multiplicity: 1
Net charge: 0
Gap between HOMO and LUMO, eV: 10.03